1.
Below is C2H4OS2 as an isolated structure in a non-equilibrium geometry, with properties calculated with the ωB97M-V functional and the def2-TZVPD basis.

## Properties
- frontier orbital gap (spin up / spin down) (eV) = 8.44 / 8.44
- HOMO (spin up / spin down) (eV) = -8.81 / -8.81
- maximum force (eV/A) = 2.989
- energy relative to the best compared isomer or geometry (same formula, charge and spin) (kcal per mole) = 78.4

```
! RIJCOSX wB97M-V def2-TZVPD def2/J DEFGRID3
* xyz 0 1
C 1.15 0.61 0.19
C -0.23 0.05 0.22
O 0.32 0.53 1.34
S -1.63 0.69 -0.45
S -0.17 -2.31 -0.31
H 1.90 -0.10 0.26
H 1.16 1.67 -0.11
H -2.23 1.14 0.59
H -0.27 -2.28 -1.73
*
```



2.
Below is a 2-piece molecular cluster, C2H4OS3 overall in a non-equilibrium geometry, with properties calculated with the ωB97M-V functional and the def2-TZVPD basis.

## Properties
- frontier orbital gap (eV) = 7.01
- HOMO (eV) = -9.22
- maximum force (eV/A) = 4.159
- energy relative to the best compared isomer or geometry (same formula, charge and spin) (kcal per mole) = 61.9

```
! RIJCOSX wB97M-V def2-TZVPD def2/J DEFGRID3
* xyz 0 1
C 0.64 -0.74 -0.23
C 1.15 0.58 0.26
O -1.97 1.22 -0.53
S -3.21 -1.29 -0.05
S 0.40 -1.24 -1.76
S -1.77 -0.04 0.24
H 0.68 -1.55 0.61
H 2.23 0.66 0.51
H 0.75 0.99 1.22
H 1.10 1.43 -0.27
*
```



3.
Below is C2H4OS3 in the gas phase in a non-equilibrium geometry, with properties calculated with the ωB97M-V functional and the def2-TZVPD basis.

## Properties
- frontier orbital gap (eV) = 9.09
- structure (SMILES) = C[C@@H]1S[S@@]1(=O)=S
- HOMO (eV) = -9.39
- maximum force (eV/A) = 5.506
- energy relative to the best compared isomer or geometry (same formula, charge and spin) (kcal per mole) = 56.5

```
! RIJCOSX wB97M-V def2-TZVPD def2/J DEFGRID3
* xyz 0 1
C -1.30 -0.26 0.01
C 0.14 -0.68 0.00
S 1.13 -0.55 1.52
S 1.17 0.77 -0.05
O 0.46 1.95 0.22
S 2.67 0.91 -1.19
H -1.43 0.24 1.04
H -1.72 -1.29 -0.03
H -1.60 0.30 -0.78
H 0.48 -1.38 -0.75
*
```



4.
Below is C2H4OSi as an isolated structure in a non-equilibrium geometry, with properties calculated with the ωB97M-V functional and the def2-TZVPD basis.

## Properties
- frontier orbital gap (eV) = 7.76
- HOMO (eV) = -8.25
- maximum force (eV/A) = 4.005
- energy relative to the best compared isomer or geometry (same formula, charge and spin) (kcal per mole) = 37.2

```
! RIJCOSX wB97M-V def2-TZVPD def2/J DEFGRID3
* xyz 0 1
C -1.29 -1.32 -2.22
C -0.35 0.70 0.56
O -2.15 -0.66 -2.62
Si 0.24 -0.62 -0.48
H -1.10 0.65 1.48
H 0.77 -0.55 -1.85
H -0.52 1.71 0.05
H 0.66 -1.88 0.10
*
```



5.
Below is a 2-piece molecular cluster, C2H4P2 overall in a non-equilibrium geometry, with properties calculated with the ωB97M-V functional and the def2-TZVPD basis.

## Properties
- frontier orbital gap (eV) = 8.69
- HOMO (eV) = -9.10
- maximum force (eV/A) = 5.915
- energy relative to the best compared isomer or geometry (same formula, charge and spin) (kcal per mole) = 76.0

```
! RIJCOSX wB97M-V def2-TZVPD def2/J DEFGRID3
* xyz 0 1
C 2.33 -0.63 0.12
C 1.27 -0.09 0.36
P -1.66 -0.57 0.21
P -0.05 0.98 0.38
H 3.07 -1.05 -0.35
H -2.58 0.25 -0.41
H -2.20 -0.03 1.26
H -0.19 1.14 -1.56
*
```



6.
Below is a 2-piece molecular cluster, C2H4P2 overall in a non-equilibrium geometry, with properties calculated with the ωB97M-V functional and the def2-TZVPD basis.

## Properties
- frontier orbital gap (spin up / spin down) (eV) = 8.25 / 8.09
- HOMO (spin up / spin down) (eV) = -7.05 / -9.41
- maximum force (eV/A) = 2.155
- energy relative to the best compared isomer or geometry (same formula, charge and spin) (kcal per mole) = 48.1

```
! RIJCOSX wB97M-V def2-TZVPD def2/J DEFGRID3
* xyz 0 3
C -0.91 -0.41 -0.98
C -0.41 0.06 -2.06
P 0.29 0.92 -0.55
P 1.47 0.46 2.35
H -1.49 -1.20 -0.53
H -0.25 0.12 -3.10
H 0.96 -0.39 3.27
H 0.35 0.44 1.59
*
```



7.
Below is C2H4S in the gas phase in a non-equilibrium geometry, with properties calculated with the ωB97M-V functional and the def2-TZVPD basis.

## Properties
- frontier orbital gap (spin up / spin down) (eV) = 8.39 / 7.84
- HOMO (spin up / spin down) (eV) = -8.53 / -8.12
- maximum force (eV/A) = 6.207
- energy relative to the best compared isomer or geometry (same formula, charge and spin) (kcal per mole) = 92.0

```
! RIJCOSX wB97M-V def2-TZVPD def2/J DEFGRID3
* xyz 0 1
C -0.31 1.25 1.18
C 0.26 -1.14 -1.18
S -0.60 -0.21 0.23
H -1.07 1.83 1.62
H 0.67 1.61 0.74
H -0.25 -2.12 -1.08
H 1.30 -1.22 -1.51
*
```



8.
Below is a 2-piece molecular cluster, C2H4S2 overall in a non-equilibrium geometry, with properties calculated with the ωB97M-V functional and the def2-TZVPD basis.

## Properties
- frontier orbital gap (eV) = 6.47
- HOMO (eV) = -7.60
- maximum force (eV/A) = 3.036
- energy relative to the best compared isomer or geometry (same formula, charge and spin) (kcal per mole) = 108.1

```
! RIJCOSX wB97M-V def2-TZVPD def2/J DEFGRID3
* xyz 0 1
C -1.94 0.18 0.77
C 0.57 -0.14 -0.53
S -3.04 0.85 -0.39
S -2.75 -1.18 0.01
H -1.96 0.35 1.83
H 0.97 -0.62 0.34
H 0.63 0.93 -0.57
H 0.22 -0.70 -1.36
*
```



9.
Below is a 2-piece molecular cluster, C2H4S3 overall in a non-equilibrium geometry, with properties calculated with the ωB97M-V functional and the def2-TZVPD basis.

## Properties
- frontier orbital gap (spin up / spin down) (eV) = 4.94 / 4.93
- HOMO (spin up / spin down) (eV) = -7.18 / -7.18
- maximum force (eV/A) = 2.321
- energy relative to the best compared isomer or geometry (same formula, charge and spin) (kcal per mole) = 85.8

```
! RIJCOSX wB97M-V def2-TZVPD def2/J DEFGRID3
* xyz 0 1
C 0.88 -0.60 -0.28
C -1.77 -0.50 -0.07
S 2.06 -1.61 -0.37
S 2.04 2.47 0.02
S -0.25 0.52 -0.06
H -2.11 -0.61 1.01
H -1.24 -1.41 -0.27
H -2.44 -0.09 -0.87
H 2.84 1.83 0.90
*
```



10.
Below is C2H4S3 in the gas phase in a non-equilibrium geometry, with properties calculated with the ωB97M-V functional and the def2-TZVPD basis.

## Properties
- frontier orbital gap (eV) = 8.03
- structure (SMILES) = S=C(S)CS
- HOMO (eV) = -9.06
- maximum force (eV/A) = 4.151
- energy relative to the best compared isomer or geometry (same formula, charge and spin) (kcal per mole) = 49.0

```
! RIJCOSX wB97M-V def2-TZVPD def2/J DEFGRID3
* xyz 0 1
S 1.92 -1.37 0.94
C 0.83 -0.31 0.56
S 1.35 1.46 0.55
C -0.45 -0.48 -0.28
S -2.52 -0.15 -0.44
H 2.26 1.18 1.45
H -0.32 0.14 -1.26
H -0.61 -1.53 -0.56
H -2.47 1.05 -0.96
*
```



11.
Below is C2H4S3 in the gas phase in a non-equilibrium geometry, with properties calculated with the ωB97M-V functional and the def2-TZVPD basis.

## Properties
- frontier orbital gap (spin up / spin down) (eV) = 6.92 / 6.19
- HOMO (spin up / spin down) (eV) = -6.29 / -9.09
- maximum force (eV/A) = 3.323
- energy relative to the best compared isomer or geometry (same formula, charge and spin) (kcal per mole) = 10.5

```
! RIJCOSX wB97M-V def2-TZVPD def2/J DEFGRID3
* xyz 0 3
C -0.97 -0.26 -0.16
C 1.78 0.37 0.03
S -0.55 -1.83 -0.08
S -2.72 0.40 -0.15
S 0.12 1.13 -0.08
H 1.91 -0.11 -0.92
H 1.57 -0.21 0.85
H 2.29 1.30 0.37
H -3.43 -0.79 0.12
*
```



12.
Below is C2H4Si in the gas phase in a non-equilibrium geometry, with properties calculated with the ωB97M-V functional and the def2-TZVPD basis.

## Properties
- frontier orbital gap (spin up / spin down) (eV) = 8.21 / 8.02
- HOMO (spin up / spin down) (eV) = -9.50 / -9.47
- maximum force (eV/A) = 2.559
- energy relative to the best compared isomer or geometry (same formula, charge and spin) (kcal per mole) = 57.3

```
! RIJCOSX wB97M-V def2-TZVPD def2/J DEFGRID3
* xyz 0 3
C 1.50 -0.62 0.06
C -1.47 -0.60 -0.01
Si 0.00 0.45 0.00
H 1.91 -0.75 -0.93
H -2.05 -0.91 0.97
H -0.41 1.36 1.26
H 0.32 1.34 -1.30
*
```



13.
Below is C2H5B in the gas phase in a non-equilibrium geometry, with properties calculated with the ωB97M-V functional and the def2-TZVPD basis.

## Properties
- frontier orbital gap (eV) = 10.45
- structure (SMILES) = BC=C
- HOMO (eV) = -10.57
- maximum force (eV/A) = 3.759
- energy relative to the best compared isomer or geometry (same formula, charge and spin) (kcal per mole) = 19.5

```
! RIJCOSX wB97M-V def2-TZVPD def2/J DEFGRID3
* xyz 0 1
B -1.29 0.03 0.00
C 0.20 -0.66 0.02
C 1.26 0.13 0.01
H -1.33 1.23 -0.28
H -2.58 -0.39 -0.05
H 0.30 -1.71 -0.10
H 2.18 -0.25 -0.16
H 1.19 1.27 0.18
*
```



14.
Below is a 2-piece molecular cluster, C2H5BO3 overall in a non-equilibrium geometry, with properties calculated with the ωB97M-V functional and the def2-TZVPD basis.

## Properties
- frontier orbital gap (eV) = 10.17
- structure (SMILES) = C=CO.O=BO
- HOMO (eV) = -9.95
- maximum force (eV/A) = 3.464
- energy relative to the best compared isomer or geometry (same formula, charge and spin) (kcal per mole) = 63.4

```
! RIJCOSX wB97M-V def2-TZVPD def2/J DEFGRID3
* xyz 0 1
C 1.74 0.83 0.18
C 1.37 -0.43 -0.01
O 0.26 -0.88 -0.73
H 2.64 0.95 0.68
H 1.26 1.74 -0.10
H 1.93 -1.36 0.27
H -0.41 -0.27 -0.82
O -2.62 1.48 -0.10
B -2.36 0.30 0.12
O -2.34 -0.99 0.18
H -1.46 -1.37 0.34
*
```



15.
Below is C2H5BS2 in the gas phase in a non-equilibrium geometry, with properties calculated with the ωB97M-V functional and the def2-TZVPD basis.

## Properties
- frontier orbital gap (eV) = 7.94
- HOMO (eV) = -9.02
- maximum force (eV/A) = 3.323
- energy relative to the best compared isomer or geometry (same formula, charge and spin) (kcal per mole) = 45.4

```
! RIJCOSX wB97M-V def2-TZVPD def2/J DEFGRID3
* xyz 0 1
B 1.40 1.39 0.98
C -0.71 -0.29 0.37
C 0.02 -0.46 -0.90
S 0.29 0.24 1.76
S 1.63 1.68 -0.69
H 1.77 2.32 1.76
H -1.64 0.18 0.46
H -0.90 -1.32 0.45
H 0.75 -1.29 -0.81
H -0.51 -0.36 -1.78
*
```



16.
Below is a 2-piece molecular cluster, C2H5Br2N2 overall in a non-equilibrium geometry, with properties calculated with the ωB97M-V functional and the def2-TZVPD basis.

## Properties
- frontier orbital gap (spin up / spin down) (eV) = 9.34 / 9.34
- HOMO (spin up / spin down) (eV) = -14.87 / -14.87
- maximum force (eV/A) = 4.938
- energy relative to the best compared isomer or geometry (same formula, charge and spin) (kcal per mole) = 49.1

```
! RIJCOSX wB97M-V def2-TZVPD def2/J DEFGRID3
* xyz 1 1
C 0.34 0.48 -0.14
C -2.63 -0.13 0.51
N 1.56 0.14 -0.34
N -0.59 -0.33 -0.37
Br -3.57 -1.52 -0.26
Br -2.94 1.65 0.14
H -0.07 1.26 0.49
H -2.52 -0.41 1.49
H 2.26 0.84 -0.54
H 1.70 -0.79 -0.88
H -0.54 -1.22 -0.83
*
```



17.
Below is C2H5BrCl2Si in the gas phase in a non-equilibrium geometry, with properties calculated with the ωB97M-V functional and the def2-TZVPD basis.

## Properties
- frontier orbital gap (eV) = 10.22
- structure (SMILES) = CC[Si](Cl)(Cl)Br
- HOMO (eV) = -10.14
- maximum force (eV/A) = 4.447
- energy relative to the best compared isomer or geometry (same formula, charge and spin) (kcal per mole) = 22.4

```
! RIJCOSX wB97M-V def2-TZVPD def2/J DEFGRID3
* xyz 0 1
C 1.32 0.20 0.56
C 0.43 0.00 -0.65
Si -1.32 -0.41 -0.15
Cl -2.43 -1.54 -1.34
Cl -1.59 -1.25 1.77
Br -2.54 1.87 0.03
H 1.73 1.30 0.35
H 0.87 0.16 1.49
H 2.18 -0.54 0.57
H 0.84 -0.78 -1.45
H 0.52 0.97 -1.18
*
```



18.
Below is a 2-piece molecular cluster, C2H5BrN overall in a non-equilibrium geometry, with properties calculated with the ωB97M-V functional and the def2-TZVPD basis.

## Properties
- frontier orbital gap (eV) = 8.67
- HOMO (eV) = -14.56
- maximum force (eV/A) = 3.600
- energy relative to the best compared isomer or geometry (same formula, charge and spin) (kcal per mole) = 35.8

```
! RIJCOSX wB97M-V def2-TZVPD def2/J DEFGRID3
* xyz 1 1
C 2.10 0.24 -0.28
C 1.02 -0.60 -0.75
N 0.65 0.49 -0.27
Br -2.84 -0.26 0.77
H 2.37 0.06 0.81
H 2.92 0.77 -0.88
H 0.66 -1.61 -1.02
H -4.29 -0.07 0.69
H -0.13 0.95 0.13
*
```



19.
Below is C2H5BrN4 as an isolated structure in a non-equilibrium geometry, with properties calculated with the ωB97M-V functional and the def2-TZVPD basis.

## Properties
- frontier orbital gap (eV) = 8.88
- HOMO (eV) = -8.94
- maximum force (eV/A) = 6.054
- energy relative to the best compared isomer or geometry (same formula, charge and spin) (kcal per mole) = 0.0

```
! RIJCOSX wB97M-V def2-TZVPD def2/J DEFGRID3
* xyz 0 1
C 0.50 0.19 -0.17
C -0.02 -1.12 0.16
N 1.45 0.60 -0.99
N 0.48 1.34 0.59
N 1.36 1.97 -0.34
N -1.83 -1.25 -0.44
Br -2.82 0.28 0.01
H 0.19 -1.99 -0.51
H -0.39 -1.48 1.09
H -0.05 1.85 1.27
H 2.19 2.47 -0.01
H -1.57 -1.30 -1.46
*
```



20.
Below is C2H5BrNP in the gas phase in a non-equilibrium geometry, with properties calculated with the ωB97M-V functional and the def2-TZVPD basis.

## Properties
- frontier orbital gap (eV) = 9.21
- structure (SMILES) = [H]/P=N/[C@@H](C)Br
- HOMO (eV) = -9.53
- maximum force (eV/A) = 4.230
- energy relative to the best compared isomer or geometry (same formula, charge and spin) (kcal per mole) = 53.8

```
! RIJCOSX wB97M-V def2-TZVPD def2/J DEFGRID3
* xyz 0 1
H 0.81 3.25 -0.17
P -0.37 2.29 -0.20
N 0.45 1.04 -0.68
C -0.47 -0.32 -0.43
C 0.46 -1.17 0.44
Br -2.31 -0.21 0.24
H -0.41 -0.87 -1.31
H 0.10 -0.87 1.40
H 0.16 -2.16 0.31
H 1.56 -0.98 0.39
*
```